{
  "formula": "C3H5ClS",
  "method": "ωB97M-V with the def2-TZVPD basis set",
  "elements": ["C", "C", "C", "S", "Cl", "H", "H", "H", "H", "H"],
  "positions_angstrom": [[0.0519, -1.5279, -0.1951], [1.0135, -0.8310, 0.4324], [-0.5926, 2.0104, -0.2946], [-1.5577, -1.4828, 0.4744], [-1.7214, 1.0090, 0.2051], [0.1739, -2.2919, -0.9730], [0.7835, -0.4035, 1.4706], [1.9785, -0.8655, 0.0669], [-0.4534, 2.2895, -1.4184], [0.3239, 2.0937, 0.2318]],
  "forces_ev_per_a": [[-0.6, -0.6, 1.1], [-2.0, -0.2, 1.7], [1.9, 1.4, -3.6], [0.1, -0.6, -0.3], [-1.8, -0.2, 0.7], [0.3, 0.9, -0.2], [0.4, -0.3, -1.9], [2.0, 0.2, -0.5], [-0.8, -0.7, 2.1], [0.4, 0.1, 0.9]],
  "mulliken_charge": [-0.08, -0.79, -0.43, -0.25, 0.02, 0.34, 0.31, 0.29, 0.26, 0.33],
  "total_charge": 0,
  "mol_weight_g_mol": 108.59,
  "e_lumo_ev": [-0.5, -1.2],
  "relative_energy_kcal_mol": 85.2
}